# 1
Density functional theory data (ωB97M-V/def2-TZVPD) for 2 unconnected molecules or ions with the total composition C6H14N2O2 in a non-equilibrium geometry.

Positions of all 24 atoms, in Å:
C 2.2018 0.9975 -0.2028
C 0.3071 -1.5275 -2.5056
C 1.5020 -0.3900 -0.6957
O 1.2414 -1.3077 0.0481
N 1.2941 -0.4688 -2.0431
H 2.1962 0.9993 0.8891
H 1.5814 1.7888 -0.7203
H 1.1419 0.3795 -2.5225
H 0.6013 -1.9133 -3.5660
H 3.2513 0.8786 -0.6041
H 0.4207 -2.4421 -1.8366
H -0.6809 -1.0164 -2.5185
C -1.2670 1.9145 -0.2052
C -1.2980 -1.2155 2.0849
C -1.2771 0.1703 1.5594
O -0.8882 1.1132 2.1925
N -1.7043 0.6215 0.3052
H -2.0667 0.0888 -0.5017
H -0.8047 1.8789 -1.1898
H -1.2445 -1.2215 3.1296
H -2.1647 2.5459 -0.3747
H -0.6694 2.4730 0.4822
H -2.1749 -1.8774 1.7033
H -0.3538 -1.7705 1.6610

total charge = 0
E_LUMO = 0.0242 Eh
energy relative to the best compared isomer or geometry (same formula, charge and spin) = 1.984 eV
E = -496.98462 hartree
E_HOMO = -9.2443 eV
orbital gap = 9.9018 eV
max |F| = 4.6 eV/A
structure (SMILES) = CNC(C)=O.CNC(C)=O


# 2
Density functional theory data (ωB97M-V/def2-TZVPD) for 2 unconnected molecules or ions with the total composition C9H14 in a non-equilibrium geometry.

Positions of all 23 atoms, in Å:
C -2.3326 1.0673 3.1431
C -3.1835 1.3891 1.9153
H -2.0916 0.0008 3.1095
H -1.4056 1.6012 3.2596
H -2.9353 1.2405 4.0460
H -2.5962 1.0770 1.0638
H -4.1216 0.8316 1.8660
H -3.5106 2.4345 1.7995
C 2.6485 -2.1440 -0.9124
C 0.2920 -1.3763 -0.4305
C 1.6001 -1.0505 -0.7525
C -0.6419 -0.3620 -0.5077
C 1.9776 0.1977 -1.3126
C -0.3300 0.8713 -1.0744
C 0.9982 1.1728 -1.3535
H 0.0560 -2.3294 0.1140
H -1.6548 -0.5227 -0.1279
H 3.6242 -1.7258 -0.5954
H 2.7668 -2.3619 -1.9893
H 3.0313 0.3796 -1.4157
H -1.1665 1.4985 -1.3028
H 1.2922 2.1770 -1.6125
H 2.5008 -3.0973 -0.4284

total charge = 0
E_LUMO = 0.0383 Eh
energy relative to the best compared isomer or geometry (same formula, charge and spin) = 0.708 eV
E = -351.30417 hartree
E_HOMO = -8.9204 eV
orbital gap = 9.9618 eV
max |F| = 2.8 eV/A
structure (SMILES) = Cc1ccccc1.CC


# 3
Density functional theory data (ωB97M-V/def2-TZVPD) for a molecular structure, C35H36CrN3O3P2 in a non-equilibrium geometry.

Positions of all 80 atoms, in Å:
Cr 0.5453 0.7469 -2.0395
C 4.7112 1.7012 -1.2365
C 3.2352 1.9297 -1.4967
O 2.5130 0.8498 -1.7505
C 2.7684 3.2696 -1.5032
C 3.7094 4.2771 -1.2849
C 3.2833 5.5604 -1.0638
C 1.9511 5.9186 -1.1370
C 0.9851 4.9428 -1.4581
C 1.3181 3.6226 -1.6314
O 0.4302 2.7263 -2.0696
H 4.8507 0.6205 -1.0670
H 5.0163 2.2370 -0.3291
H 5.3218 1.9968 -2.0929
H 4.7570 4.0057 -1.2765
H 4.0230 6.3291 -0.8457
H 1.6091 6.9412 -0.9232
H -0.0889 5.1304 -1.5119
C -2.0407 1.7275 1.7115
N -1.2321 0.6804 1.0157
P -1.5332 0.2266 -0.6358
C -2.1588 -1.4651 -0.8311
C -2.8781 -1.9745 0.2572
C -3.5158 -3.1901 0.2001
C -3.3644 -3.9747 -0.9375
C -2.6611 -3.4983 -2.0383
C -2.0905 -2.2439 -2.0164
C -3.0151 1.0717 -1.1408
C -3.1743 1.7078 -2.3903
C -4.4579 2.1862 -2.7635
C -5.5245 2.0938 -1.8361
C -5.3658 1.4532 -0.6157
C -4.1198 0.9319 -0.2687
P 0.4143 0.4185 1.6242
C 0.2086 0.4571 3.4508
C -0.9374 0.0841 4.1473
C -0.9670 0.2763 5.5328
C 0.1317 0.7698 6.2025
C 1.3356 1.0255 5.5214
C 1.3741 0.8830 4.1323
C 0.7533 -1.3643 1.5371
C 2.0748 -1.7812 1.2357
C 2.4203 -3.1090 1.3447
C 1.4818 -4.0767 1.5991
C 0.1479 -3.7000 1.7981
C -0.1917 -2.3578 1.8613
H -2.9625 1.2541 2.1430
H -2.2720 2.5465 1.0339
H -1.4226 2.1378 2.5089
H -2.9331 -1.3616 1.1319
H -4.1035 -3.6112 1.0198
H -3.8069 -4.9959 -0.9627
H -2.5982 -4.0364 -2.9980
H -1.5591 -1.8809 -2.9187
H -2.3022 1.7889 -3.0582
H -4.6037 2.6691 -3.7526
H -6.4993 2.5296 -2.1391
H -6.2196 1.3786 0.0297
H -3.9882 0.3578 0.6278
H -1.7979 -0.3828 3.6538
H -1.8940 0.0949 6.1248
H 0.0186 0.9884 7.2422
H 2.2331 1.3552 6.0444
H 2.2354 1.1546 3.5727
H 2.8402 -1.0097 0.9946
H 3.4622 -3.4312 1.1516
H 1.7846 -5.1362 1.6558
H -0.6261 -4.4202 2.0980
H -1.1776 -2.0887 2.2094
C 2.6026 -4.2412 -2.8887
N 1.5833 -3.2333 -3.0355
C 1.8089 -1.9255 -2.7209
N 3.0765 -1.5203 -2.6253
O 0.7793 -1.1856 -2.5760
H 2.2823 -5.2731 -3.1255
H 2.9952 -4.3302 -1.8473
H 3.4156 -4.0080 -3.5935
H 0.5997 -3.5520 -3.0021
H 3.8472 -2.1587 -2.7526
H 3.1481 -0.5363 -2.2255

total charge = +1
spin multiplicity = 5
E_LUMO (alpha / beta) = -0.1142 / -0.1187 Eh
energy relative to the best compared isomer or geometry (same formula, charge and spin) = 0.000 eV
E = -3472.36227 hartree
E_HOMO (alpha / beta) = -10.4185 / -10.4813 eV
orbital gap (alpha / beta) = 7.3109 / 7.2516 eV
max |F| = 3.7 eV/A


# 4
Density functional theory data (ωB97M-V/def2-TZVPD) for 2 unconnected molecules or ions with the total composition C4H12O in a non-equilibrium geometry.

Positions of all 17 atoms, in Å:
C 0.0156 -2.2741 0.5571
C -1.1340 -2.0938 1.5789
H 0.1502 -1.3395 0.0135
H 0.9001 -2.4648 1.1421
H -0.3050 -2.9212 -0.2362
H -1.2313 -3.0060 2.1580
H -2.0695 -1.7269 1.0947
H -0.8935 -1.3654 2.3699
C -0.0747 1.2387 -0.4819
C -0.0279 2.2361 -1.6624
O 1.2682 1.1011 -0.0162
H -0.6435 1.7380 0.2822
H -0.4205 0.2961 -0.9129
H 0.6815 1.8583 -2.3871
H 1.4891 0.1608 -0.0011
H 0.3235 3.1844 -1.2614
H -1.0394 2.3214 -2.1347

total charge = 0
E_LUMO = 0.0356 Eh
energy relative to the best compared isomer or geometry (same formula, charge and spin) = 0.863 eV
E = -234.80090 hartree
E_HOMO = -10.1972 eV
orbital gap = 11.1670 eV
max |F| = 2.4 eV/A
structure (SMILES) = CCO.CC


# 5
Density functional theory data (ωB97M-V/def2-TZVPD) for C3H7N3O in the gas phase in a non-equilibrium geometry.

Positions of all 14 atoms, in Å:
C -0.7205 -0.4392 -0.1455
C 0.7870 -0.6486 -0.3782
C 0.9174 1.7439 -0.0142
N 1.4111 0.4662 0.3750
N -1.1282 0.7657 -0.0615
N -1.2880 -1.6139 0.3163
O -2.2350 1.3212 -0.1077
H 1.0348 -1.5971 0.0148
H 1.0827 -0.5385 -1.4277
H 0.9972 2.5298 0.6974
H 1.1985 1.9566 -1.0070
H 1.1999 0.1555 1.3746
H -0.8607 -2.4286 0.0833
H -2.3961 -1.6730 0.2804

total charge = 0
E_LUMO (alpha / beta) = 0.0160 / 0.0225 Eh
energy relative to the best compared isomer or geometry (same formula, charge and spin) = 5.639 eV
E = -357.84265 hartree
E_HOMO (alpha / beta) = -7.2478 / -7.5594 eV
orbital gap (alpha / beta) = 7.6843 / 8.1716 eV
max |F| = 6.5 eV/A


# 6
Density functional theory data (ωB97M-V/def2-TZVPD) for a gas-phase ion, C5H12NO (charge -1) in a non-equilibrium geometry.

Positions of all 19 atoms, in Å:
C -1.5557 -0.1671 1.8763
C -0.2651 1.4546 -0.7307
C 1.9363 -0.7196 -0.9165
C -0.2932 -0.4011 1.0501
C -0.4501 -0.0188 -0.4177
N 0.5303 -0.9473 -1.3011
O 0.3470 -0.5864 -2.6191
H -1.7988 0.8937 1.9209
H -2.3962 -0.6939 1.4263
H -1.4268 -0.5318 2.8973
H -1.1515 2.0431 -0.4839
H 0.5927 1.8754 -0.2044
H -0.0875 1.4980 -1.8088
H 2.3533 -1.6718 -0.5578
H 2.5036 -0.4092 -1.7981
H 2.0859 0.0287 -0.1311
H 0.5334 0.1593 1.4981
H -0.0324 -1.4635 1.0881
H -1.4253 -0.3423 -0.7880

total charge = -1
spin multiplicity = 3
E_LUMO (alpha / beta) = 0.1506 / 0.1087 Eh
energy relative to the best compared isomer or geometry (same formula, charge and spin) = 0.000 eV
E = -327.54522 hartree
E_HOMO (alpha / beta) = 1.3839 / -6.2917 eV
orbital gap (alpha / beta) = 2.7146 / 9.2488 eV
max |F| = 5.2 eV/A


# 7
Density functional theory data (ωB97M-V/def2-TZVPD) for C4H10ClNSi2 in the gas phase in a non-equilibrium geometry.

Positions of all 18 atoms, in Å:
C -2.8098 -1.0435 -0.4761
C 3.2627 0.3405 0.9283
C -3.0847 0.0175 0.3186
C 2.9889 -0.1125 -0.2903
N -0.0898 0.5520 -0.6304
Si -1.7314 1.1847 0.6356
Si 1.1985 -0.6375 -0.7803
Cl 0.6313 -2.0970 0.5122
H -3.5460 -1.7381 -0.8219
H -1.7213 -1.1787 -0.7353
H 4.2584 0.4200 1.3326
H 2.5582 0.1359 1.7410
H -4.0813 0.3787 0.5804
H 3.7519 -0.3559 -1.0270
H 0.1549 1.3588 -1.1487
H -1.8435 2.6306 -0.0169
H -1.1625 1.3499 1.9607
H 1.2655 -1.2053 -2.0827

total charge = 0
E_LUMO = 0.0232 Eh
energy relative to the best compared isomer or geometry (same formula, charge and spin) = 0.713 eV
E = -1252.32406 hartree
E_HOMO = -9.0342 eV
orbital gap = 9.6647 eV
max |F| = 5.1 eV/A
structure (SMILES) = C=C[SiH2]N[Si@H](Cl)C=C


# 8
Density functional theory data (ωB97M-V/def2-TZVPD) for 2 unconnected molecules or ions with the total composition C4H15N2O in a non-equilibrium geometry.

Positions of all 22 atoms, in Å:
N 1.0722 -1.8774 0.0677
C -0.3672 -1.7561 0.5175
C -0.8039 -0.3053 0.4862
N -0.1963 0.3440 -0.7987
C -1.4363 0.5195 -1.7677
C 0.2489 1.7984 -0.6397
H 1.7611 -1.9818 0.8647
H 1.1429 -2.6313 -0.6013
H 0.5859 -0.4210 -0.9261
H -1.0188 -2.3644 -0.0876
H -0.5375 -2.1739 1.5479
H -1.8152 0.0582 0.5411
H -0.2347 0.2155 1.1060
H -0.9170 0.7838 -2.7204
H -1.8961 -0.5586 -1.7829
H -2.1079 1.3287 -1.2338
H -0.1859 2.6097 -1.4024
H -0.0226 1.9893 0.3927
H 1.4563 1.8092 -0.6348
H 1.9480 1.4442 1.9193
H 1.6591 0.5644 3.0538
O 1.6650 0.6050 2.0984

total charge = +1
E_LUMO = -0.0949 Eh
energy relative to the best compared isomer or geometry (same formula, charge and spin) = 3.010 eV
E = -345.83511 hartree
E_HOMO = -14.1673 eV
orbital gap = 11.5842 eV
max |F| = 4.6 eV/A


# 9
Density functional theory data (ωB97M-V/def2-TZVPD) for a molecular structure, C11H15ClEuNO2PtS2 in a non-equilibrium geometry.

Positions of all 34 atoms, in Å:
Eu 3.2327 1.1928 -1.7205
Cl 0.6325 1.5250 -2.3681
C 5.2381 0.2610 -2.9242
C 4.0303 3.5782 -1.8767
H 5.9546 1.0682 -2.6895
H 5.6088 -0.7278 -2.6249
H 4.9553 0.3046 -3.9903
H 5.1318 3.5338 -1.9029
H 3.6455 4.2170 -1.0694
H 3.6237 3.8747 -2.8622
Pt 0.6486 -0.2485 -0.8446
C 1.7233 -1.4644 -2.1272
C 1.9278 0.6260 0.3765
H 2.7897 -1.2392 -2.3220
H 1.6493 -2.4528 -1.6547
H 1.1426 -1.4512 -3.0584
H 1.7156 1.6380 0.7877
H 2.5321 -0.0015 1.0674
O -4.8322 1.4631 0.2239
S -3.6266 1.2394 0.9859
O -3.1078 2.3055 1.8081
N -2.4211 0.5274 0.0560
C -2.2204 -0.7496 0.3081
S -1.1510 -1.7277 -0.6080
C -2.9611 -1.2472 1.4724
C -2.8860 -2.4821 2.1254
C -3.6911 -2.7096 3.2419
C -4.5564 -1.7034 3.7097
C -4.6176 -0.4519 3.0675
C -3.7943 -0.2465 1.9639
H -2.1976 -3.2323 1.7365
H -3.6435 -3.6693 3.7562
H -5.1934 -1.8944 4.5695
H -5.2818 0.3447 3.3867

total charge = 0
spin multiplicity = 11
E_LUMO (alpha / beta) = -0.0495 / -0.1008 Eh
E = -2719.32625 hartree
E_HOMO (alpha / beta) = -7.7313 / -7.4116 eV
orbital gap (alpha / beta) = 6.3837 / 4.6676 eV
max |F| = 2.8 eV/A


Computed values of molecular weight (unit: g/mol) for the preceding records, in sequence: 146.2, 122.2, 660.6, 76.1, 101.1, 102.2, 163.8, 107.2, 639.9.